(1)
79
Properties=species:S:1:pos:R:3:mulliken_charge:R:1 method="wB97M-V/def2-TZVPD" fmax_ev_per_a=4.83 gap_ev="4.46 / 5.64" s2=8.89 mol_weight_da=824.2 total_charge=0 e_tot_ev=-135050.969 spin_multiplicity=6 e_homo_ha="-0.2074 / -0.2930"
Ru 15.1327 7.9035 9.0668 -0.251
C 15.8887 10.4717 5.7382 -1.591
C 16.0340 9.4975 6.8373 -0.305
N 15.0926 9.3880 7.7788 1.116
O 14.1496 10.3442 7.8776 -0.763
B 14.4507 11.1365 9.1214 1.049
F 15.6724 11.7872 9.1246 -0.403
F 13.3709 11.9967 9.3605 -0.346
O 14.4605 10.2400 10.4144 -0.540
N 15.4446 9.3239 10.3482 0.850
C 16.4580 9.4070 11.2574 -0.102
C 16.6872 10.6248 12.0635 -1.171
C 17.1350 8.1307 11.5460 -0.042
N 18.3764 7.8890 10.9646 0.651
O 18.6159 6.5854 10.6693 -0.386
B 17.8393 5.9944 9.5594 0.614
F 16.4991 5.6330 9.9253 -0.332
F 18.5476 4.8568 9.2318 -0.308
O 17.8185 6.8397 8.3057 -0.612
N 16.8464 7.8095 8.1605 1.381
C 17.0555 8.5802 7.0671 0.474
C 18.2647 8.3928 6.2059 -1.903
C 16.5642 7.0814 12.4578 -1.307
H 15.9781 11.5289 6.0406 0.277
H 14.8837 10.3379 5.3006 0.267
H 16.7199 10.3383 5.0793 0.499
H 16.0865 11.4822 11.7398 0.375
H 17.7085 10.9914 11.9134 0.323
H 16.6328 10.5199 13.1556 0.346
H 17.9875 7.9659 5.2343 0.303
H 19.0288 7.8689 6.7647 0.347
H 18.6626 9.3834 5.9886 0.485
H 16.4488 7.5333 13.4475 0.445
H 17.3058 6.2783 12.6087 0.384
H 15.6042 6.6647 12.1335 0.240
Br 8.9054 13.3996 4.0267 -0.170
C 8.4396 11.7032 4.6992 0.074
C 8.2501 11.6391 6.1062 -0.443
C 8.0144 10.3651 6.6833 -0.537
C 8.2304 9.2501 5.8580 -0.002
C 8.0449 9.3000 4.4717 -0.321
C 8.2169 10.5565 3.8953 -0.125
N 8.8131 8.1592 6.5146 -0.124
N 9.5360 7.3847 5.6987 -0.608
C 10.6386 6.8993 6.3100 0.523
C 11.6205 6.3614 5.3776 -0.537
C 12.9594 6.1538 5.7258 -0.829
C 13.4588 6.6181 6.9801 0.535
O 14.6161 6.4258 7.4424 -0.644
C 12.4648 7.2889 7.8632 0.224
N 12.9517 7.8758 9.0095 0.363
C 12.1157 8.1331 10.0258 -0.246
C 10.7393 8.0101 9.8855 -1.262
C 10.2315 7.5316 8.7329 -0.208
C 11.0703 7.1570 7.6718 -0.049
H 8.1910 12.5567 6.6724 0.426
H 7.8087 10.2006 7.7280 0.438
H 7.7273 8.4458 3.8641 0.420
H 8.0665 10.7106 2.8063 0.346
H 11.2584 6.3665 4.3422 0.384
H 13.6740 5.7297 5.0313 0.461
H 12.6053 8.6897 10.8110 0.594
H 10.0576 8.3182 10.6523 0.423
H 9.1483 7.4473 8.7272 0.513
C 21.0988 6.8841 10.2990 -1.398
C 20.8025 8.3917 10.5148 2.353
C 21.5452 8.9452 11.7499 -1.855
C 21.3127 9.2458 9.3308 -1.555
C 19.3859 8.7595 10.8026 -0.777
H 22.2328 6.8043 10.2170 0.446
H 20.6372 6.4817 9.3425 0.205
H 20.8157 6.2932 11.1850 0.342
H 22.6489 8.8312 11.7192 0.402
H 21.2732 8.3434 12.6241 0.406
H 21.2917 9.9719 11.9390 0.447
H 22.3069 8.9299 9.0171 0.443
H 21.2829 10.3216 9.5743 0.393
H 20.6580 9.1084 8.4784 0.204
H 19.1641 9.8391 10.9673 0.260

---

(2)
73
Properties=species:S:1:pos:R:3:mulliken_charge:R:1 method="wB97M-V/def2-TZVPD" fmax_ev_per_a=3.09 gap_ev="4.82 / 6.77" s2=6.08 mol_weight_da=793.3 total_charge=+2 e_tot_ev=-158166.930 spin_multiplicity=5 e_homo_ha="-0.4833 / -0.4833"
Mn -0.7538 -0.1504 -0.1396 1.073
N 1.5382 -2.4844 -0.0089 0.615
C 3.0246 -2.3997 -0.0786 0.255
C 3.4760 -1.7473 1.2258 -1.095
C 3.0507 -0.2757 1.2952 0.114
N 1.5772 -0.1607 1.4159 -0.547
C 3.5507 0.4652 0.0563 -1.515
C 3.0288 -0.1282 -1.2522 -0.007
N 1.5731 0.1011 -1.3987 -0.255
C 3.4068 -1.6119 -1.3268 -1.402
H 1.2163 -3.2554 0.5779 0.517
H 1.0849 -2.5582 -0.9293 0.302
H 1.2247 -1.5512 0.4097 -0.435
H 3.4414 -3.4081 -0.1545 0.267
H 4.5609 -1.7981 1.3074 0.493
H 3.0625 -2.2992 2.0735 0.396
H 3.5349 0.1810 2.1687 0.362
H 1.3375 0.8275 1.3095 0.202
H 1.3072 -0.4254 2.3614 0.253
H 4.6393 0.4018 0.0440 0.485
H 3.2921 1.5235 0.1160 0.439
H 3.5572 0.3813 -2.0715 0.464
H 1.3041 -0.2447 -2.3209 0.218
H 1.4481 1.1142 -1.4382 0.135
H 4.4876 -1.6720 -1.4614 0.502
H 2.9560 -2.0788 -2.2056 0.418
O -1.0761 1.0695 1.1332 0.290
C -1.6052 1.2027 2.3122 0.352
C -1.8000 2.4877 2.8659 -0.890
C -2.3534 2.6465 4.1149 -0.665
C -2.7132 1.5355 4.8752 -0.860
C -2.5121 0.2663 4.3758 -0.908
C -1.9732 0.0649 3.0996 0.596
C -1.8103 -1.2574 2.5518 0.458
N -1.3571 -1.5622 1.3266 0.541
C -1.4175 -2.9280 1.2187 -0.601
C -1.8804 -3.4552 2.3851 -1.058
N -2.1131 -2.3995 3.2115 -0.052
H -1.4988 3.3398 2.2759 0.499
H -2.4973 3.6350 4.5223 0.462
H -3.1480 1.6604 5.8546 0.439
H -2.7818 -0.5728 4.9993 0.371
H -1.1945 -3.4341 0.2993 0.539
H -2.0567 -4.4699 2.6775 0.470
H -2.4803 -2.4650 4.1484 0.194
Br -0.9798 5.6073 -3.6657 -0.177
C -2.2640 4.2539 -4.0193 -0.083
C -3.1430 4.4059 -5.0870 -0.387
C -4.0962 3.4374 -5.3491 -0.670
C -4.1967 2.3214 -4.5315 -0.623
C -3.3244 2.1599 -3.4637 -0.262
C -2.3517 3.1117 -3.2281 0.185
I -0.9613 2.8026 -1.6418 0.324
H -3.0682 5.2825 -5.7116 0.410
H -4.7602 3.5520 -6.1923 0.402
H -4.9426 1.5692 -4.7352 0.412
H -3.3941 1.3011 -2.8117 0.654
O -2.4198 -0.3264 -1.7201 -0.813
C -1.8141 -1.3474 -2.0871 0.573
O -0.7031 -1.6366 -1.5018 -0.243
C -2.3087 -2.2159 -3.1757 0.614
C -1.9322 -3.5578 -3.2437 -0.545
C -2.3979 -4.3643 -4.2664 -0.755
C -3.2116 -3.8335 -5.2568 -0.618
C -3.5767 -2.4961 -5.1859 -0.071
C -3.1537 -1.6884 -4.1456 -0.322
N -4.3888 -1.9012 -6.2405 1.008
O -4.7917 -2.6254 -7.1114 -0.585
O -4.5789 -0.7075 -6.1591 -0.581
H -1.2870 -3.9649 -2.4782 0.320
H -2.1214 -5.4068 -4.3040 0.437
H -3.5725 -4.4307 -6.0797 0.524
H -3.4634 -0.6565 -4.1167 0.440

---

(3)
75
Properties=species:S:1:pos:R:3:mulliken_charge:R:1 method="wB97M-V/def2-TZVPD" fmax_ev_per_a=0.19 gap_ev=7.11 mol_weight_da=783.4 total_charge=0 e_tot_ev=-100710.981 e_homo_ha=-0.2749
Sn 0.5106 -0.0628 0.1232 0.732
S -5.1144 -5.8622 -1.4641 0.121
N -5.3420 -4.5892 -0.4959 -0.683
C -4.1496 -4.2315 -0.0518 0.733
C -3.8809 -3.1399 0.8653 0.678
C -4.8899 -2.3310 1.3858 -0.441
C -4.5458 -1.3196 2.2522 -0.957
C -3.1980 -1.1556 2.5721 -0.184
N -2.2280 -1.9098 2.0879 0.023
C -2.5529 -2.8940 1.2399 -0.237
C -1.4522 -3.7167 0.6908 -0.806
N -0.2074 -3.3970 1.0598 -0.357
C 0.8024 -4.0892 0.5566 -0.575
C 0.6320 -5.1524 -0.3320 -0.931
C -0.6425 -5.4932 -0.7125 -0.516
C -1.7139 -4.7626 -0.2007 0.607
C -3.0918 -5.0274 -0.5685 0.828
N -3.5045 -5.9738 -1.3940 -0.687
H -5.9169 -2.5143 1.0985 0.506
H -5.2912 -0.6647 2.6813 0.438
H -2.8960 -0.3692 3.2577 0.391
H 1.7920 -3.7656 0.8551 0.636
H 1.4947 -5.6794 -0.7142 0.445
H -0.8359 -6.3035 -1.4031 0.523
O 1.0333 -1.8567 3.0564 -0.555
C 0.5636 -0.6702 3.6405 0.096
C 1.5185 0.4802 3.4153 0.432
C 2.0483 1.1951 4.4807 -0.958
C 2.8961 2.2612 4.2279 -0.391
C 3.1944 2.5833 2.9149 -1.175
C 2.6234 1.8259 1.9059 -0.486
N 1.8102 0.7998 2.1514 0.611
H 0.3653 -2.2152 2.4374 0.677
H 0.4404 -0.8059 4.7204 0.382
H -0.4147 -0.3981 3.2286 -0.131
H 1.7998 0.9054 5.4930 0.430
H 3.3218 2.8285 5.0459 0.411
H 3.8537 3.4037 2.6679 0.476
H 2.8027 2.0422 0.8610 0.651
Cl 5.5182 0.6287 -0.0600 -0.176
C 4.7399 -0.6153 -1.0579 0.078
Cl 4.7582 -0.1546 -2.7738 -0.169
C 3.2947 -0.8597 -0.5958 0.466
O 2.5282 0.1722 -0.6596 -0.544
O 2.9986 -1.9738 -0.2101 -0.521
H 5.3118 -1.5281 -0.9525 0.362
S -0.0962 -0.5741 -2.7206 -0.483
C 0.4664 0.8692 -3.4354 0.285
N -0.2713 1.4686 -4.3859 -0.117
C 0.0851 2.7297 -5.0175 -0.773
C 0.9241 3.5495 -4.0513 -0.222
C 2.0941 2.7093 -3.5715 -0.634
N 1.6225 1.4192 -3.0940 0.328
H -1.1479 1.0229 -4.5929 0.246
H -0.8348 3.2531 -5.2770 0.447
H 0.6401 2.5506 -5.9440 0.307
H 0.3121 3.8404 -3.1957 -0.163
H 1.2853 4.4541 -4.5396 0.438
H 2.6136 3.1962 -2.7468 0.324
H 2.8156 2.5650 -4.3818 0.411
H 2.1000 0.9958 -2.3037 -0.254
C -0.1322 4.2017 0.0478 -1.654
C -0.6458 2.7627 0.0440 1.652
C -1.7529 2.5987 -0.9996 -1.328
C -1.2054 2.4339 1.4343 -1.532
O 0.4481 1.9361 -0.2862 -0.207
H -0.9291 4.9128 0.2772 0.386
H 0.2878 4.4502 -0.9292 0.213
H 0.6583 4.3077 0.7934 0.346
H -2.6015 3.2562 -0.7941 0.489
H -2.1069 1.5649 -1.0148 0.180
H -1.3646 2.8280 -1.9936 0.068
H -2.0177 3.1156 1.6966 0.533
H -0.4221 2.5214 2.1911 0.263
H -1.6088 1.4161 1.4640 0.199

---

(4)
77
Properties=species:S:1:pos:R:3:mulliken_charge:R:1 method="wB97M-V/def2-TZVPD" fmax_ev_per_a=0.88 gap_ev="8.99 / 6.05" s2=8.76 mol_weight_da=861.3 total_charge=+2 e_tot_ev=-84425.376 spin_multiplicity=6 e_homo_ha="-0.5285 / -0.5398"
Ir -0.1988 -0.0546 0.2084 4.509
O -4.7000 3.9095 0.6209 -0.517
C -4.5274 3.5896 -0.6526 0.375
O -5.0777 4.1585 -1.5464 -0.524
C -3.5794 2.4514 -0.9653 0.363
C -3.3325 1.9740 -2.2513 -0.270
Cl -3.9487 2.5144 -3.7162 -0.057
N -2.4191 0.9736 -2.1796 -0.195
N -2.0513 0.7931 -0.8874 0.023
C -2.7425 1.6739 -0.1679 0.237
C -2.4604 1.6529 1.2927 0.522
O -3.0797 2.3130 2.0865 -0.755
O -1.4740 0.8421 1.6320 -0.805
C -1.9435 0.0898 -3.2141 0.053
C -2.8324 -0.4272 -4.1446 -0.470
C -2.3676 -1.3029 -5.1149 -0.932
C -1.0319 -1.6731 -5.1513 -0.780
C -0.1540 -1.1694 -4.2006 -0.638
C -0.6076 -0.2847 -3.2367 0.852
H -4.1849 3.3466 1.2385 0.406
H -3.8812 -0.1740 -4.1064 0.583
H -3.0619 -1.7055 -5.8400 0.437
H -0.6756 -2.3484 -5.9174 0.468
H 0.8901 -1.4559 -4.2192 0.489
H 0.0874 0.1074 -2.5061 -0.304
N -0.0849 -1.3887 2.0974 -0.513
C 1.1584 -1.2244 2.8693 -0.467
C 1.3294 0.2552 3.1359 -0.766
N 1.2594 0.9917 1.8588 -0.300
H -0.8715 -0.9952 2.6127 0.353
H -0.2887 -2.3636 1.9004 0.259
H 1.9893 -1.6127 2.2799 0.142
H 1.1205 -1.7773 3.8083 0.514
H 2.2739 0.4378 3.6476 0.485
H 0.5255 0.6114 3.7798 0.351
H 2.1752 1.1328 1.4489 0.066
H 0.8475 1.9097 1.9897 0.321
O 3.6737 -5.6682 -1.5206 -0.478
C 2.4382 -6.3530 -1.5977 -0.477
N 1.4538 -5.2897 -1.5644 -0.029
C 0.1496 -5.5286 -1.3013 0.094
O -0.3097 -6.6321 -1.1115 -0.604
C -0.7403 -4.3124 -1.2307 0.537
C -2.0850 -4.4436 -1.5505 -0.444
C -2.9135 -3.3462 -1.4078 -1.046
C -2.3869 -2.1622 -0.9264 -0.442
N -1.0909 -2.0306 -0.6072 -0.099
C -0.2859 -3.0968 -0.7614 -1.037
H 4.3928 -6.3043 -1.6066 0.299
H 2.2678 -7.0167 -0.7501 0.382
H 2.3549 -6.9348 -2.5180 0.327
H 1.7675 -4.3863 -1.8753 0.112
H -2.4557 -5.4031 -1.8893 0.550
H -3.9656 -3.4016 -1.6505 0.542
H -3.0185 -1.3036 -0.7586 0.520
H 0.7471 -2.9555 -0.4838 0.906
F 1.7979 2.5220 -0.2409 -0.236
C 0.6711 2.0917 -0.8216 -0.007
F -0.2936 2.9865 -0.5916 -0.253
H 0.8242 1.9276 -1.8926 0.367
C 3.9787 -2.2152 -1.1904 -1.239
S 3.2613 -0.9029 -0.2298 0.297
O 1.7423 -1.0013 -0.5410 -1.491
C 3.8762 0.4954 -1.1113 0.683
C 4.7386 1.3512 -0.4413 -0.476
C 5.2173 2.4724 -1.1082 -0.670
C 4.8225 2.7210 -2.4136 -0.501
C 3.9482 1.8562 -3.0703 -0.713
C 3.4674 0.7335 -2.4208 -0.363
H 3.6417 -2.1241 -2.2221 0.407
H 3.7037 -3.1744 -0.7521 0.432
H 5.0597 -2.0826 -1.1293 0.508
H 5.0424 1.1458 0.5791 0.473
H 5.8920 3.1512 -0.6048 0.433
H 5.1971 3.5951 -2.9289 0.450
H 3.6468 2.0600 -4.0894 0.455
H 2.7783 0.0583 -2.9167 0.319

---

(5)
68
Properties=species:S:1:pos:R:3:mulliken_charge:R:1 method="wB97M-V/def2-TZVPD" fmax_ev_per_a=2.23 gap_ev=8.40 mol_weight_da=523.0 total_charge=0 e_tot_ev=-56212.709 smiles="N#Cc1ccc(Cl)cc1O[C@H](CCN)c1ccccc1.CNC(=O)[C@H](Cc1ccc(O)cc1)NC(C)=O" e_homo_ha=-0.3139
N -1.7566 0.2598 -1.7265 -0.647
C -1.0825 -0.6852 -1.6081 0.037
C -0.2432 -1.8392 -1.4928 0.387
C 0.8117 -2.0059 -2.4022 -0.586
C 1.6446 -3.1242 -2.3205 -0.681
C 1.4261 -4.0875 -1.3371 -0.033
Cl 2.4604 -5.4889 -1.2372 -0.214
C 0.3760 -3.9232 -0.4320 -0.566
C -0.4650 -2.7938 -0.4808 1.139
O -1.5033 -2.5664 0.4012 -0.421
C -1.5605 -3.2619 1.6599 -0.573
C -2.8131 -2.7639 2.3949 -0.947
C -3.0489 -3.5077 3.7094 -0.469
N -4.2173 -2.9217 4.3750 -0.600
C -0.3234 -3.0043 2.5027 0.292
C 0.1289 -1.6963 2.7435 -0.009
C 1.2642 -1.4719 3.5265 -0.507
C 1.9599 -2.5498 4.0781 -0.390
C 1.5192 -3.8548 3.8470 -0.831
C 0.3824 -4.0801 3.0661 -0.141
H 0.9871 -1.2637 -3.1767 0.559
H 2.4624 -3.2529 -3.0235 0.428
H 0.2357 -4.6918 0.3161 0.383
H -1.6733 -4.3354 1.4749 0.480
H -2.7138 -1.6935 2.6001 0.231
H -3.6838 -2.8973 1.7463 0.596
H -3.2110 -4.5740 3.5150 0.236
H -2.1765 -3.4123 4.3655 0.362
H -4.3693 -3.3361 5.2948 0.224
H -5.0534 -3.0018 3.7957 0.214
H -0.4014 -0.8484 2.3184 0.457
H 1.6068 -0.4579 3.7026 0.334
H 2.8421 -2.3717 4.6852 0.400
H 2.0597 -4.6934 4.2759 0.390
H 0.0499 -5.1003 2.9019 0.423
C -2.4413 2.6681 -4.8803 -1.033
N -1.4514 2.5359 -3.8111 0.005
C -0.2036 3.0239 -3.8627 0.141
O 0.2064 3.6344 -4.8436 -0.681
C 0.6678 2.8005 -2.6067 1.051
C 0.4488 3.8788 -1.5297 -1.174
C 0.4810 3.3405 -0.1122 0.062
C -0.6516 2.6743 0.3957 -0.208
C -0.6504 2.1740 1.7103 -0.509
C 0.4819 2.3530 2.5290 0.649
O 0.4653 1.8992 3.8087 -0.549
C 1.6225 3.0137 2.0208 -0.698
C 1.6214 3.5032 0.6988 -0.649
N 2.1026 2.5136 -2.8036 0.141
C 3.0844 3.1866 -3.4092 0.647
C 2.8810 4.5365 -4.0678 -0.846
O 4.2062 2.7021 -3.4069 -0.704
H -3.4499 2.6090 -4.4680 0.357
H -2.3222 3.6287 -5.3870 0.338
H -2.3045 1.8674 -5.6088 0.309
H -1.7183 2.0069 -2.9904 0.219
H 0.2682 1.8852 -2.1740 -0.840
H -0.5299 4.3352 -1.6827 0.573
H 1.1848 4.6747 -1.6289 0.570
H -1.5308 2.5478 -0.2206 0.366
H -1.5160 1.6642 2.1070 0.460
H 1.1833 2.2645 4.3263 0.305
H 2.4958 3.1420 2.6415 0.324
H 2.4940 4.0085 0.3071 0.386
H 2.4307 1.6527 -2.3981 0.236
H 3.8020 5.1102 -3.9863 0.318
H 2.6519 4.3736 -5.1191 0.204
H 2.0690 5.0886 -3.6069 0.274

---

(6)
65
Properties=species:S:1:pos:R:3:mulliken_charge:R:1 method="wB97M-V/def2-TZVPD" fmax_ev_per_a=2.69 gap_ev="4.69 / 4.19" s2=3.87 mol_weight_da=500.5 total_charge=0 e_tot_ev=-75727.390 spin_multiplicity=4 e_homo_ha="-0.1653 / -0.2734"
C 2.2352 0.4054 1.4647 0.604
C 3.6755 -0.1347 1.5245 -1.608
H 2.1789 1.2885 0.7415 0.305
H 1.9210 0.8158 2.4253 0.662
H 1.5000 -0.4336 1.3224 -0.297
H 4.3844 0.6151 1.1599 0.322
H 3.9495 -0.3474 2.5583 0.365
H 3.7990 -1.0445 0.9362 0.368
C -0.0506 2.4491 1.2152 0.002
C -1.1086 3.3272 1.4476 -0.828
C -2.1625 3.4156 0.5379 -0.625
C -2.1632 2.5535 -0.5546 -0.821
H 0.7974 2.3848 1.8899 0.414
H -1.0777 3.9350 2.3485 0.484
H -2.9748 4.1277 0.6866 0.419
H -2.9717 2.5398 -1.2877 0.260
N -0.0196 1.6255 0.1379 0.064
C -1.1048 1.6455 -0.7161 0.393
C -1.0715 0.5990 -1.7108 0.735
N -0.0487 -0.3016 -1.5083 0.270
C -0.0528 -1.4664 -2.2039 -0.229
C -1.8279 -0.6470 -3.6256 -0.441
C -0.8980 -1.6403 -3.2993 -0.805
H 0.6847 -2.2011 -1.8844 0.373
H -0.7971 -2.5486 -3.8928 0.378
C -1.9559 0.4598 -2.7881 -0.783
H -2.7021 1.2424 -2.9504 0.347
H -2.4512 -0.7361 -4.5139 0.418
Co 1.3181 0.2839 -0.2797 -0.391
C 2.7361 -0.5763 -1.2585 -1.681
H 2.5090 -0.4210 -2.3234 0.464
H 2.7081 -1.6620 -1.0607 0.300
H 3.7528 -0.2128 -1.0451 0.431
C -4.0625 -3.1515 1.4634 -1.706
C -3.7621 -1.8308 2.1138 1.166
C -4.2004 -0.6380 1.5340 -0.943
C -3.8490 0.6009 2.0750 -0.605
C -2.9506 0.6501 3.1309 -0.684
C -2.3995 -0.5448 3.6188 0.035
N -1.2852 -0.4374 4.4381 0.246
C -0.1911 -1.2930 4.5726 0.095
C 0.4959 -1.2961 5.8027 -0.584
C 1.4915 -2.2376 6.0399 -0.603
C 1.8788 -3.1259 5.0249 -0.671
C 1.2530 -3.0707 3.7777 -0.871
C 0.2433 -2.1381 3.5337 1.268
C -0.3689 -2.0785 2.1423 0.106
O -0.6937 -3.1851 1.6371 -0.760
O -0.4724 -0.9227 1.6226 -0.443
C -2.9646 -1.7913 3.2700 1.313
C -2.7024 -3.0397 4.0465 -1.633
H -3.1207 -3.6396 1.1623 0.285
H -4.5961 -3.8335 2.1395 0.348
H -4.6730 -3.0007 0.5659 0.404
H -4.8294 -0.6982 0.6412 0.348
H -4.2519 1.5228 1.6569 0.445
H -2.5914 1.5994 3.5375 0.325
H -1.2083 0.4352 4.9561 0.357
H 0.1829 -0.5879 6.5740 0.409
H 1.9643 -2.2813 7.0193 0.400
H 2.6501 -3.8761 5.2009 0.442
H 1.5290 -3.7466 2.9656 0.467
H -1.9797 -3.6758 3.5186 0.261
H -2.3173 -2.8287 5.0478 0.324
H -3.6246 -3.6227 4.1504 0.593